{"formula": "C16H21N6O5OsPS", "method": "ωB97M-V/def2-TZVPD", "energy_ha": -2156.66831, "spin_multiplicity": 1, "total_charge": 2, "homo_lumo_gap_ev": [5.373, 5.392], "de_lowest_kj_mol": 498.4, "largest_force_ev_per_a": 0.934, "species": ["Os", "C", "C", "N", "N", "C", "N", "S", "C", "C", "C", "C", "C", "N", "H", "H", "H", "H", "H", "H", "H", "H", "H", "O", "C", "O", "C", "C", "N", "N", "C", "C", "O", "O", "H", "H", "H", "C", "P", "C", "C", "O", "H", "H", "H", "H", "H", "H", "H", "H", "H"], "positions_angstrom": [[0.278, -0.080, -1.311], [-2.977, 2.855, -0.944], [-1.878, 1.901, -0.580], [-1.174, 1.355, -1.528], [-1.402, 1.877, -2.797], [-0.397, 1.728, -3.592], [-0.398, 2.213, -4.833], [1.094, 0.814, -3.121], [-1.584, 1.693, 0.857], [-2.099, 2.571, 1.757], [-1.784, 2.474, 3.159], [-1.003, 1.502, 3.633], [-0.385, 0.483, 2.733], [-0.732, 0.713, 1.339], [-3.410, 2.552, -1.892], [-2.589, 3.866, -1.083], [-3.756, 2.869, -0.189], [-1.173, 2.775, -5.149], [0.407, 2.129, -5.430], [-2.745, 3.363, 1.424], [-2.225, 3.190, 3.839], [-0.829, 1.394, 4.695], [-0.718, -0.529, 3.011], [1.669, -5.619, -2.504], [0.582, -5.218, -3.133], [-0.004, -5.863, -3.952], [0.038, -3.859, -2.777], [-1.171, -3.373, -3.281], [-1.367, -2.150, -2.800], [-0.348, -1.806, -1.975], [0.523, -2.844, -1.980], [1.775, -2.594, -1.187], [2.535, -3.504, -0.938], [1.878, -1.362, -0.809], [2.044, -4.955, -1.882], [-1.872, -3.857, -3.944], [-2.158, -1.534, -2.923], [2.108, -1.236, 2.520], [1.483, 0.392, 2.930], [1.841, 0.728, 4.654], [2.236, 1.664, 1.917], [-0.031, -0.139, 0.567], [3.013, -1.424, 3.099], [2.330, -1.292, 1.454], [1.365, -1.993, 2.775], [2.921, 0.658, 4.793], [1.363, -0.016, 5.294], [1.514, 1.727, 4.936], [3.275, 1.793, 2.224], [1.712, 2.611, 2.053], [2.223, 1.358, 0.872]], "forces_ev_per_angstrom": [[-0.153, -0.786, 0.481], [-0.019, -0.026, -0.008], [-0.015, 0.100, 0.096], [0.023, -0.088, -0.023], [0.116, -0.045, -0.073], [-0.005, -0.102, 0.024], [0.002, 0.058, -0.035], [0.141, 0.222, 0.155], [-0.337, 0.206, -0.029], [0.063, -0.126, -0.289], [0.086, -0.053, 0.138], [-0.052, 0.093, -0.053], [-0.043, -0.196, -0.083], [0.003, -0.104, 0.172], [0.010, 0.017, -0.014], [0.017, -0.009, 0.014], [0.012, 0.001, 0.010], [0.002, -0.008, -0.007], [-0.009, -0.005, -0.009], [-0.023, 0.000, 0.017], [-0.015, -0.012, -0.006], [0.018, 0.014, -0.002], [0.016, 0.004, 0.071], [0.039, 0.013, -0.004], [-0.028, -0.002, 0.041], [-0.011, -0.009, -0.002], [0.070, -0.014, 0.069], [-0.039, -0.042, -0.035], [-0.048, 0.014, 0.233], [-0.066, 0.165, -0.396], [0.015, 0.260, 0.035], [-0.069, -0.398, 0.019], [0.021, 0.096, -0.038], [-0.261, 0.327, -0.190], [-0.029, -0.009, -0.036], [0.013, -0.005, 0.006], [-0.009, -0.009, -0.038], [0.029, 0.063, -0.006], [-0.060, 0.038, 0.074], [0.054, -0.021, -0.017], [0.055, -0.020, 0.057], [0.565, 0.405, -0.298], [0.018, -0.001, -0.027], [-0.034, -0.032, 0.010], [0.004, 0.002, 0.019], [-0.002, -0.009, 0.013], [-0.017, 0.014, 0.001], [-0.009, 0.003, -0.003], [-0.001, -0.008, -0.001], [-0.023, -0.008, -0.020], [-0.017, 0.032, -0.011]], "lowdin_charge": [1.321, -0.007, -0.192, -0.177, 0.009, -0.736, 0.129, 0.738, -0.131, 0.014, -0.028, -0.057, -0.293, -0.140, 0.089, 0.118, 0.090, 0.132, 0.109, 0.114, 0.130, 0.118, 0.146, 0.174, -0.479, 0.162, 0.004, 0.086, 0.088, -0.142, -0.086, -0.536, 0.128, -0.183, 0.087, 0.170, 0.185, -0.144, 0.939, -0.164, -0.140, -0.290, 0.080, 0.041, 0.080, 0.080, 0.083, 0.071, 0.083, 0.079, 0.047]}